Density functional theory data (the ωB97M-V functional and the def2-TZVPD basis) for C36H80F12KN2O24S4 as an isolated structure in a non-equilibrium geometry.

Summary:
Molar mass: 1320.4 g/mol
Kohn-Sham gap: 8.76 eV
Highest occupied orbital energy: -7.090 eV
Lowest unoccupied orbital energy: 0.06120 Ha

Structure (ORCA input):
```
! wB97M-V def2-TZVPD RIJCOSX def2/J DEFGRID3
* xyz -1 1
C 2.9229 -1.5279 8.3068
C -4.7392 -7.5630 2.4331
H 0.7315 10.2178 3.7215
F -4.5388 -3.3933 -2.6793
S 0.0279 1.2857 1.1381
H 3.9955 -0.5904 6.0826
C 3.6924 -7.5454 -0.3396
H 4.4801 -5.8556 0.6106
H 4.9523 -2.6043 4.5331
C 1.7280 -0.6805 -6.1393
O -2.4610 1.1085 -4.4092
H 4.7031 -7.9796 -0.3881
H 3.0743 -7.8587 -1.1861
H 7.1599 5.7121 -0.2115
H -5.1772 -5.6593 0.9825
H 2.1801 -9.5695 1.7330
H 3.7234 0.4323 -4.9972
H 1.2918 -2.7393 -5.8113
H -8.3797 1.0649 -1.4431
C 0.2996 3.3234 -3.8270
C 0.8082 -0.8803 -3.2004
C 2.0278 -5.0938 0.7775
S -3.8741 1.2956 -4.2387
O 3.0915 -0.9790 -6.4060
S -0.9290 -1.0586 1.6755
C -4.5097 -2.1584 -2.1975
H 4.9240 -1.9095 6.8105
H -7.0372 1.6232 3.0577
H 3.2038 0.6454 -1.0697
H -0.2814 -0.8827 -3.3172
H -3.4504 1.7532 2.9872
H -6.7970 0.9161 -2.1735
C -4.1300 -5.5996 1.3060
O -6.7385 0.9049 -0.1421
C -0.5058 6.7591 2.0181
H 3.2394 -3.1288 4.8652
H 1.3565 -5.9073 1.0808
C -6.5270 1.1831 2.1892
O 3.0472 -7.9454 0.8611
C 3.9563 -2.2990 4.8829
O 1.4338 -1.8543 -3.9953
O 5.8414 4.6551 -1.3993
C 3.4091 -1.7984 2.6528
H 5.6917 4.0446 -3.8670
H -8.3741 0.9910 1.1579
H -3.1852 6.0877 0.2548
C -3.2905 -8.6686 5.6227
H 1.5772 0.3365 -5.7700
H 0.0377 3.2160 -4.8936
C 4.6312 2.8156 -0.4867
H 4.9930 -0.5848 -5.7761
H 2.6604 1.2986 -2.5806
F -0.4295 1.5564 -1.3957
H 3.7967 -1.9192 8.8372
F -3.3169 3.0777 -2.3582
O 3.6557 2.6851 -1.4744
O -4.3394 -1.5770 -4.7680
H -3.8455 -4.5819 1.5394
H -2.3110 5.0045 1.4289
H 3.9528 -1.2479 -4.5342
C 0.8996 10.0058 2.6601
H 4.3247 2.3559 0.4626
H 4.1118 4.8605 -0.3501
O -4.6737 1.2764 -5.4232
H 2.6856 -4.9099 1.6350
C -2.5835 -1.7531 2.1598
F -3.2663 -1.8799 -1.8008
C -7.3957 1.4526 0.9820
F -3.3330 -1.8380 1.0343
H 2.7501 -9.8759 0.1043
H 2.9246 -0.4321 8.2494
H 1.2651 -0.7489 -7.1322
F -3.2194 -0.9880 3.0456
H 5.5472 2.2710 -0.7830
O 3.4450 -1.3272 3.9906
C -4.5191 1.7815 3.2000
H 0.7998 7.7137 3.4697
O 2.8747 -2.0629 7.0008
H -0.5168 5.8354 2.6046
C -0.3579 2.3471 -0.3180
H 4.9110 3.3367 -5.2998
H 4.3830 0.9349 -2.3427
C 1.0465 -1.7815 -5.3528
F -5.3425 -2.0536 -1.1751
H 3.0296 -2.8209 2.5719
O 1.2056 4.4009 -3.7265
H -4.6891 0.8596 3.7710
C -4.0140 2.9535 -3.4746
C 5.0297 4.2568 -0.3086
H -7.2417 2.4475 -1.4451
O -6.4063 -1.0831 -3.5820
O -0.5338 -1.8867 0.5817
H 0.8414 10.9138 2.0598
C 3.8916 -6.0573 -0.3001
O -5.2671 1.7761 1.9973
H 2.7841 3.1405 -4.0383
O 4.4709 5.3500 -4.9401
F -1.5672 2.9470 -0.1695
F -5.3063 3.2051 -3.1590
H 4.5734 -5.7644 -1.1049
H -2.9343 -7.9824 6.3861
H 1.9331 9.6465 2.5416
H -2.4394 -9.1416 5.1182
H 0.2981 6.7070 1.2646
O -4.0326 -7.9006 4.7076
K -3.8345 0.6718 -0.2786
O -1.7279 7.0457 1.4092
H -4.8509 -9.4176 3.5282
C -4.2183 -8.5194 3.4684
F 0.5462 3.2884 -0.5063
O -3.9161 -6.4057 2.4403
H -3.9170 -9.4461 6.0767
H 5.8779 6.6859 -0.9649
O 1.1891 0.5708 0.6853
O 0.2157 2.1523 2.2635
H -0.5176 3.5543 -3.1551
H -1.5927 5.5415 -0.0101
C 2.2800 -9.1197 0.7459
N -4.4336 0.4369 -3.0368
O -0.0435 9.1030 2.1469
C 3.4812 1.3495 -1.8663
H -3.2376 -8.8380 3.0691
H 3.7838 5.0277 -2.9936
C -0.1120 7.9182 2.9004
H -4.8069 2.6310 3.8228
H 1.3486 -4.2408 0.6994
F -3.6618 3.8809 -4.3532
H -6.4574 0.0967 2.3305
C 2.4303 4.1194 -4.3852
H 2.9009 6.1705 -3.9624
C 4.0082 -1.6795 6.2480
F -2.4132 -2.9603 2.6346
C 3.9739 -0.5597 -5.3920
H -7.4948 2.5369 0.8542
H -0.0435 -1.6553 -5.4588
H -5.7720 -7.2220 2.5938
S -4.9688 -1.0202 -3.6171
C -7.3308 1.3608 -1.3358
H 1.2862 -8.8868 0.3447
C -2.2603 5.9011 0.7964
H 2.7940 -1.1373 2.0480
H -0.9026 8.0257 3.6660
H 1.1153 -0.9983 -2.1644
H -3.5429 -5.9731 0.4569
C 6.5572 5.8341 -1.1175
H 2.0052 -1.8116 8.8181
C 5.3442 4.2583 -4.8852
H 1.0664 0.1495 -3.4955
N -1.3416 0.4844 1.2054
H 2.2498 4.0653 -5.4698
O -0.1299 -1.0698 2.8579
H -4.6879 -8.0695 1.4593
H 6.2470 4.4327 -5.4774
H 7.1614 6.0671 -1.9914
C 3.4147 5.2079 -4.0099
O 2.7384 -5.2942 -0.4086
H 0.6739 2.3061 -3.6456
H 5.5523 4.3473 0.6484
H 4.4570 -1.7375 2.3201
*
```